ORCA calculation (ωB97M-V/def2-TZVPD) on a molecular structure, C32H59BHfN10S3Si at a distorted geometry.

Positions of all 107 atoms, in Å:
Hf 0.20 0.10 0.48
C -1.36 1.60 -4.50
C -0.96 0.28 -5.15
C -1.85 0.07 -6.38
C 0.52 0.33 -5.55
N -1.13 -0.91 -4.25
C -1.02 -2.17 -4.79
C -1.23 -3.07 -3.81
N -1.45 -2.37 -2.65
B -1.74 -3.16 -1.35
N -2.51 -2.29 -0.31
C -3.81 -1.93 -0.58
C -4.31 -1.29 0.50
N -3.31 -1.25 1.45
C -2.22 -1.89 0.94
S -0.70 -2.17 1.73
C -3.49 -0.65 2.81
C -3.42 -1.75 3.88
C -2.44 0.45 3.05
C -4.87 0.00 2.88
N -0.42 -3.77 -0.82
C -0.40 -5.08 -0.42
C 0.88 -5.42 -0.17
N 1.67 -4.32 -0.41
C 0.85 -3.31 -0.81
S 1.34 -1.72 -1.29
C 3.16 -4.33 -0.32
C 3.60 -5.64 0.33
C 3.66 -3.18 0.57
C 3.74 -4.23 -1.73
C -1.37 -1.05 -2.92
S -1.53 0.18 -1.73
H -1.30 2.38 -5.26
H -0.70 1.87 -3.68
H -2.39 1.56 -4.13
H -1.78 0.95 -7.02
H -2.89 -0.05 -6.08
H -1.55 -0.78 -6.98
H 0.71 1.22 -6.16
H 0.81 -0.54 -6.13
H 1.15 0.38 -4.66
H -0.81 -2.34 -5.83
H -1.24 -4.14 -3.85
H -2.46 -4.07 -1.63
H -4.27 -2.14 -1.53
H -5.28 -0.85 0.64
H -2.45 -2.24 3.88
H -4.19 -2.49 3.69
H -3.59 -1.31 4.86
H -1.46 0.04 3.26
H -2.74 1.05 3.91
H -2.39 1.13 2.18
H -5.67 -0.73 2.76
H -4.99 0.79 2.13
H -4.99 0.45 3.86
H -1.29 -5.66 -0.34
H 1.27 -6.36 0.17
H 3.15 -5.77 1.31
H 4.68 -5.63 0.45
H 3.35 -6.50 -0.30
H 3.08 -3.14 1.50
H 3.60 -2.22 0.07
H 4.71 -3.37 0.83
H 3.40 -5.08 -2.34
H 4.83 -4.26 -1.69
H 3.43 -3.31 -2.22
N 5.01 0.77 4.26
C 3.88 0.69 4.95
N 3.89 0.93 6.26
N 2.71 0.40 4.40
C 2.33 0.13 3.23
N 1.86 -0.11 2.18
H 5.89 0.96 4.70
H 5.02 0.58 3.27
H 4.74 1.13 6.75
H 3.04 0.87 6.78
C 1.25 2.75 -1.38
Si 0.33 2.85 0.30
C -1.33 3.85 0.10
C -1.74 4.54 1.41
C -2.50 2.95 -0.32
C -1.13 4.91 -0.99
C 1.58 3.66 1.54
C 1.74 5.17 1.29
C 2.96 3.02 1.34
C 1.13 3.45 2.99
H 1.58 3.73 -1.73
H 0.60 2.33 -2.15
H 2.14 2.11 -1.33
H -1.95 3.81 2.19
H -2.65 5.12 1.24
H -0.99 5.23 1.77
H -2.66 2.13 0.38
H -2.34 2.54 -1.31
H -3.42 3.55 -0.36
H -0.27 5.55 -0.79
H -2.01 5.56 -1.05
H -1.00 4.45 -1.97
H 2.01 5.38 0.25
H 2.54 5.56 1.93
H 0.84 5.73 1.52
H 3.41 3.35 0.41
H 2.92 1.93 1.33
H 3.63 3.33 2.16
H 0.17 3.91 3.19
H 1.86 3.91 3.67
H 1.06 2.39 3.24

Calculated values
* HOMO level: -12.619 eV
* relative energy (zero: lowest compared OMol25 entry of this formula, charge and spin): 2.359 eV
* multiplicity: 1
* total charge: +2
* calculated total energy: -3358.993518 Eh
* largest force on an atom: 3.449 eV/Å
* E_LUMO: -6.010 eV

Atom charges from the Löwdin analysis, given in e for atoms 1 to 8: Hf 1.278; C -0.069; C -0.531; C -0.023; C -0.011; N 0.028; C -0.019; C -0.018



ORCA calculation (ωB97M-V/def2-TZVPD) on 6 unconnected molecules or ions with the total composition C32H59F17NO5 at a distorted geometry.

Positions of all 114 atoms, in Å:
C 3.89 1.17 0.55
C 3.12 2.17 1.45
C 2.12 3.04 0.66
C 1.11 2.22 -0.18
C 0.63 3.01 -1.43
C -0.52 3.95 -0.96
C -1.92 3.41 -1.42
C -2.99 4.05 -0.52
C -3.67 3.02 0.42
N -4.23 1.89 -0.31
C -5.07 1.27 0.52
F -6.29 2.06 0.64
F -4.59 1.18 1.82
C -5.58 -0.09 -0.01
F -6.77 -0.31 0.63
F -5.91 0.00 -1.28
C -4.77 -1.37 0.28
F -5.44 -2.40 -0.26
F -4.83 -1.58 1.60
C -3.27 -1.46 -0.12
F -2.52 -0.47 0.29
F -2.78 -2.54 0.56
C -3.03 -1.76 -1.61
F -3.58 -2.92 -1.99
F -3.64 -0.84 -2.36
C -1.57 -1.76 -2.12
F -1.02 -0.59 -2.08
F -1.66 -2.05 -3.45
C -0.60 -2.81 -1.54
F -0.01 -2.30 -0.45
F -1.14 -3.98 -1.24
C 0.58 -3.13 -2.53
F 1.09 -2.06 -3.08
F 1.56 -3.69 -1.82
F 0.23 -4.03 -3.41
H 3.95 1.60 -0.45
H 3.28 0.27 0.46
H 4.88 0.91 0.94
H 3.85 2.86 1.89
H 2.54 1.65 2.22
H 1.53 3.63 1.37
H 2.64 3.73 -0.02
H 1.54 1.29 -0.56
H 0.22 1.96 0.39
H 0.21 2.32 -2.16
H 1.47 3.54 -1.90
H -0.49 4.00 0.14
H -0.36 4.97 -1.34
H -1.94 2.32 -1.41
H -2.04 3.78 -2.44
H -2.45 4.74 0.15
H -3.74 4.66 -1.04
H -4.47 3.59 0.93
H -2.89 2.74 1.16
C -5.61 -2.48 5.25
C -6.69 -1.41 5.33
C -8.07 -1.99 5.03
O -6.40 -0.37 4.41
H -5.57 -2.91 4.24
H -4.63 -2.05 5.46
H -5.80 -3.29 5.96
H -6.69 -0.97 6.33
H -8.10 -2.40 4.02
H -8.83 -1.21 5.09
H -8.33 -2.79 5.74
H -6.40 -0.75 3.53
C 5.17 -0.84 -5.54
C 5.68 -0.90 -4.11
C 5.59 -2.31 -3.54
O 4.92 -0.01 -3.29
H 4.12 -1.14 -5.58
H 5.23 0.17 -5.92
H 5.75 -1.50 -6.19
H 6.72 -0.55 -4.07
H 4.56 -2.66 -3.52
H 5.96 -2.33 -2.51
H 6.18 -3.01 -4.14
H 4.00 -0.30 -3.30
C 0.97 3.29 -6.50
C 1.92 2.44 -5.66
C 2.35 1.19 -6.41
O 1.30 2.07 -4.44
H 0.06 2.72 -6.73
H 0.67 4.18 -5.95
H 1.44 3.60 -7.44
H 2.80 3.03 -5.40
H 1.49 0.56 -6.64
H 3.02 0.60 -5.79
H 2.86 1.43 -7.34
H 0.52 1.54 -4.66
C -4.75 -0.33 8.54
C -4.08 -0.69 9.85
C -4.31 -2.15 10.21
O -4.57 0.14 10.90
H -5.84 -0.47 8.61
H -4.58 0.72 8.30
H -4.38 -0.94 7.72
H -3.00 -0.50 9.77
H -5.38 -2.35 10.33
H -3.83 -2.40 11.15
H -3.92 -2.82 9.43
H -5.52 -0.01 10.98
C 9.88 -2.11 -3.36
C 10.26 -1.53 -2.01
C 9.54 -2.25 -0.88
O 9.93 -0.14 -1.98
H 8.81 -2.01 -3.54
H 10.40 -1.58 -4.17
H 10.14 -3.17 -3.42
H 11.34 -1.60 -1.87
H 8.46 -2.14 -0.98
H 9.82 -1.81 0.08
H 9.79 -3.31 -0.86
H 8.98 -0.05 -2.11

Calculated values
* HOMO level: -3.727 eV
* multiplicity: 1
* total charge: -1
* calculated total energy: -3383.375098 Eh
* largest force on an atom: 3.055 eV/Å
* E_LUMO: 1.938 eV

Atom charges from the Löwdin analysis, given in e for atoms 1 to 8: C -0.117; C -0.258; C -0.219; C -0.210; C -0.203; C -0.209; C -0.196; C -0.208



Q: Among the records above, which one has the highest total charge?
A: C32H59BHfN10S3Si